# 1
{"formula": "C23H24NO7PS4SbSe6Zr", "method": "ωB97M-V/def2-TZVPD", "homo_energy_ha": -0.203, "spin_multiplicity": 1, "mol_weight_g_mol": 1272.43, "total_charge": -1, "lumo_energy_ev": 0.40, "species": ["Zr", "C", "Se", "C", "C", "Se", "C", "H", "H", "H", "H", "H", "H", "H", "H", "H", "H", "O", "C", "C", "C", "C", "C", "C", "C", "O", "N", "O", "O", "H", "H", "H", "H", "Se", "Sb", "Se", "Se", "Se", "S", "P", "S", "C", "C", "C", "C", "C", "C", "C", "C", "C", "C", "C", "C", "H", "H", "H", "H", "H", "H", "H", "H", "H", "H", "O", "S", "O", "O", "S"], "coordinates": [[-0.1964, -1.0143, -2.0219], [-0.4869, -4.4683, 1.0093], [-0.5575, -3.8257, -0.8150], [0.9247, -4.8357, -1.6062], [2.1969, -4.0072, -1.4620], [2.0122, -2.1784, -2.1587], [2.4791, -2.6333, -3.9847], [-0.8652, -5.4862, 1.0319], [-1.1378, -3.8192, 1.5909], [0.5196, -4.4117, 1.4205], [0.6475, -5.0111, -2.6414], [1.0017, -5.7973, -1.0981], [3.0616, -4.4542, -1.9559], [2.4429, -3.8640, -0.4100], [3.5020, -2.9950, -3.9626], [2.3780, -1.7629, -4.6153], [1.7873, -3.4082, -4.3062], [-1.6937, -1.2220, -0.4331], [-2.7697, -0.6315, -0.3227], [-3.0348, 0.6924, -0.8014], [-4.2973, 1.2571, -0.6001], [-4.5452, 2.5259, -1.0426], [-3.5473, 3.2814, -1.6851], [-2.3077, 2.7503, -1.8997], [-2.0204, 1.4239, -1.4897], [-0.8627, 0.9251, -1.7268], [-5.8698, 3.1059, -0.8412], [-6.0598, 4.2429, -1.2321], [-6.7180, 2.4265, -0.2931], [-3.5914, -1.1424, 0.1953], [-5.0803, 0.6940, -0.1083], [-3.7900, 4.2836, -2.0101], [-1.5173, 3.3083, -2.3842], [1.6072, 4.5245, -2.1869], [2.7775, 2.4834, -2.7158], [4.4332, 3.0069, -4.5156], [5.2128, 3.0366, -2.2729], [1.8514, 0.3238, -2.3961], [2.4198, -2.0188, 3.3024], [1.5570, -0.5279, 2.3717], [0.9672, -0.9267, 0.4881], [2.5462, 1.0000, 2.3258], [2.7426, 1.7213, 1.1575], [3.4032, 2.9453, 1.1927], [3.8739, 3.4380, 2.4011], [3.6853, 2.7138, 3.5754], [3.0186, 1.4989, 3.5411], [0.0643, 0.0784, 3.2415], [-0.3066, -0.4560, 4.4673], [-1.3564, 0.1137, 5.1844], [-2.0290, 1.2139, 4.6748], [-1.6708, 1.7367, 3.4359], [-0.6255, 1.1733, 2.7214], [2.3498, 1.3241, 0.2272], [3.5258, 3.5204, 0.2823], [4.3883, 4.3922, 2.4241], [4.0472, 3.1013, 4.5203], [2.8555, 0.9307, 4.4498], [0.2417, -1.3055, 4.8556], [-1.6380, -0.2989, 6.1459], [-2.8309, 1.6693, 5.2440], [-2.1988, 2.5932, 3.0336], [-0.3323, 1.5853, 1.7616], [-0.5631, -2.7664, -3.3490], [-1.4615, -1.8155, -4.1115], [-2.2369, -2.4197, -5.1513], [-2.1975, -1.0891, -3.0302], [-0.1256, -0.4493, -4.6353]], "lowdin_charge": [0.90, -0.36, 0.98, -0.48, -0.46, 0.66, -0.32, 0.02, 0.03, 0.02, 0.06, 0.07, 0.07, 0.06, 0.03, -0.01, 0.03, -0.29, -0.14, -0.11, 0.06, -0.15, 0.03, 0.04, -0.31, -0.30, -0.36, 0.06, 0.06, 0.15, 0.13, 0.12, 0.10, -0.12, 0.02, -0.03, -0.01, 0.06, 0.16, 0.05, 0.26, -0.37, -0.10, -0.09, -0.08, -0.09, -0.10, -0.38, -0.11, -0.09, -0.10, -0.08, -0.09, 0.01, 0.04, 0.10, 0.10, 0.10, 0.06, 0.10, 0.10, 0.10, 0.11, -0.66, 0.12, -0.31, -0.46, 0.39]}

***

# 2
{"formula": "CH4N3OS", "method": "ωB97M-V/def2-TZVPD", "homo_energy_ha": [-0.520, -0.528], "s_squared": 2.01, "spin_multiplicity": 3, "mol_weight_g_mol": 106.13, "total_charge": 1, "lumo_energy_ev": [-4.58, -6.91], "species": ["C", "N", "N", "N", "O", "S", "H", "H", "H", "H"], "coordinates": [[0.3533, 0.7441, 0.2792], [0.8492, 2.0047, 0.5123], [-0.5703, 0.5180, -0.7399], [0.6812, -0.2583, 1.0718], [0.2601, 3.0439, 0.7490], [-0.9025, -1.1381, -1.0535], [-1.2169, 1.1684, -0.9765], [1.4374, -0.1647, 1.6426], [0.3733, -1.1725, 0.8788], [-1.4894, -0.9123, -2.3427]], "lowdin_spin": [0.12, 0.79, 0.05, 0.05, 0.95, 0.03, 0.00, 0.00, 0.00, 0.00]}

***

# 3
{"formula": "C6H11F3O2Si", "method": "ωB97M-V/def2-TZVPD", "homo_energy_ha": -0.348, "spin_multiplicity": 1, "mol_weight_g_mol": 200.23, "lumo_energy_ev": 0.97, "species": ["C", "C", "C", "C", "C", "C", "O", "O", "F", "F", "F", "Si", "H", "H", "H", "H", "H", "H", "H", "H", "H", "H", "H"], "coordinates": [[-3.3935, -0.7664, -0.1632], [-3.2818, 0.4725, 0.2659], [-2.9838, 1.6455, -0.6084], [1.5964, -2.5804, -0.1849], [-1.6791, 2.3319, -0.1891], [2.1747, -1.1760, -0.0886], [-0.5820, 1.5023, -0.4256], [1.2020, -0.2091, -0.3851], [-3.2975, -1.1703, -1.4248], [-3.6795, -1.8054, 0.6097], [-0.6835, -0.3179, 1.4932], [0.2790, 0.6329, 0.6073], [-2.8958, 1.3247, -1.6471], [-3.3840, 0.6416, 1.3258], [-3.7945, 2.3746, -0.5260], [2.3470, -3.3092, 0.1026], [0.7405, -2.6702, 0.4777], [1.2765, -2.7837, -1.1996], [-1.7300, 2.6117, 0.8685], [-1.5354, 3.2396, -0.7856], [2.9806, -1.0423, -0.8172], [2.5807, -1.0053, 0.9137], [0.9769, 1.4045, 1.6200]], "lowdin_charge": [-0.38, -0.05, -0.15, -0.07, -0.25, -0.30, -0.16, -0.17, 0.13, 0.12, -0.12, 0.29, 0.12, 0.13, 0.12, 0.07, 0.07, 0.08, 0.12, 0.12, 0.12, 0.11, 0.03]}

***

# 4
{"formula": "C6H8ClNO2", "method": "ωB97M-V/def2-TZVPD", "homo_energy_ha": [-0.282, -0.282], "spin_multiplicity": 1, "mol_weight_g_mol": 161.59, "lumo_energy_ev": [0.50, 0.50], "species": ["C", "C", "C", "C", "C", "C", "N", "O", "O", "Cl", "H", "H", "H", "H", "H", "H", "H", "H"], "coordinates": [[0.3491, 1.2534, 1.1698], [0.3136, 2.4940, 0.6891], [1.8453, -0.2550, -0.6583], [-0.0892, 0.3242, 0.1067], [-1.2242, -1.9282, -0.5280], [-0.5741, -1.0516, 0.5012], [-0.7053, 1.2007, -0.7943], [2.4195, 0.3163, -1.5185], [-0.2028, 2.5037, -0.6318], [2.6382, -1.3699, 0.4068], [0.7501, 1.0022, 2.0689], [0.3369, 3.4332, 1.1583], [-1.8793, -2.7711, -0.1720], [-0.4729, -2.4271, -1.0111], [-1.7088, -1.1204, -1.1571], [0.2830, -1.5250, 0.8850], [-1.2858, -1.0709, 1.2893], [-0.7934, 0.9914, -1.8040]], "lowdin_charge": [-0.02, -0.03, -0.72, -0.28, -0.08, -0.25, 0.04, -0.01, -0.04, 0.63, 0.09, 0.11, 0.10, 0.03, 0.09, 0.03, 0.11, 0.17]}

***

# 5
{"formula": "C4H6ClNS", "method": "ωB97M-V/def2-TZVPD", "homo_energy_ha": -0.325, "spin_multiplicity": 1, "mol_weight_g_mol": 135.62, "lumo_energy_ev": -0.03, "species": ["C", "C", "C", "C", "H", "H", "H", "H", "H", "H", "N", "S", "Cl"], "coordinates": [[-0.2552, -0.2556, -0.2458], [-0.1447, 1.2232, -0.2036], [0.8135, -1.0185, 0.3928], [1.6582, -0.5686, 1.3233], [-3.3711, -0.9367, -1.5876], [0.0297, 1.5548, 0.8072], [-1.1111, 1.7013, -0.5812], [0.7802, -2.0728, 0.0765], [2.4442, -1.1713, 1.7583], [1.5294, 0.4593, 1.7139], [-1.2035, -0.9148, -0.8610], [-2.4670, 0.0425, -1.5083], [1.2975, 1.9571, -1.0845]], "lowdin_charge": [-0.50, -0.54, -0.15, 0.03, -0.15, 0.05, 0.04, 0.11, 0.06, 0.07, -0.29, 0.75, 0.52]}

***

Q: Which formula does entry 1 have?
A: C23H24NO7PS4SbSe6Zr